Here is 6 unconnected molecules or ions with the total composition C3H15NO7 from the OMol25 dataset. Energies are from ωB97M-V with the def2-TZVPD basis set.

Last column: natural (NBO) charge in e.
Geometry (Å):
C1 -0.784 0.940 -1.073  0.580
N1 0.488 1.003 -1.432  -0.561
C2 1.534 0.292 -0.728  -0.375
C3 1.782 -1.115 -1.245  0.438
O1 2.764 -1.722 -0.915  -0.511
O2 -1.195 0.112 -0.242  -0.764
H1 -1.485 1.611 -1.564  0.172
H2 0.762 1.761 -2.035  0.416
H3 1.311 0.185 0.338  0.275
H4 2.468 0.848 -0.767  0.242
H5 1.020 -1.569 -1.904  0.124
H6 0.261 4.050 0.464  0.475
H7 -0.654 2.901 1.003  0.505
O3 -0.292 3.310 0.189  -1.002
H8 1.024 -1.590 1.970  0.496
H9 2.548 -1.379 1.964  0.474
O4 1.734 -1.033 2.342  -0.986
H10 -1.548 1.031 1.418  0.496
H11 -0.508 1.093 2.543  0.488
O5 -1.224 1.599 2.138  -0.966
H12 -3.330 -2.126 -1.093  0.463
H13 -2.659 -0.751 -0.932  0.483
O6 -3.389 -1.211 -1.382  -0.962
H14 -0.631 -1.426 0.432  0.502
H15 -1.052 -2.527 1.433  0.480
O7 -0.314 -2.222 0.894  -0.980

## Properties
Total energy ... -19177.5587 eV
Kohn-Sham gap ... 0.3895 Eh
ΔE to the lowest compared entry with this formula, charge and spin ... 0.0 kJ/mol
SMILES ... O=CCNC=O.O.O.O.O.O
2S+1 ... 1


Here is 5 unconnected molecules or ions with the total composition C3H15NO7 from the OMol25 dataset. Energies are from ωB97M-V with the def2-TZVPD basis set.

Last column: natural (NBO) charge in e.
Geometry (Å):
O1 -0.821 -0.640 1.923  -0.559
C1 -1.485 -0.700 0.927  0.798
O2 -2.580 0.009 0.712  -0.671
C2 -1.277 -1.786 -0.132  -0.206
C3 0.313 -1.740 -0.571  0.001
O3 0.616 -0.407 -0.701  -0.681
N1 -2.173 -1.635 -1.203  -0.372
H1 -2.774 0.643 1.422  0.540
H2 -1.467 -2.733 0.390  0.296
H3 0.513 -2.305 -1.486  0.204
H4 0.850 -2.194 0.263  0.228
H5 1.528 -0.328 -0.325  0.531
H6 -2.210 -0.662 -1.507  0.419
H7 -1.989 -2.316 -1.942  0.416
H8 -0.465 2.352 2.537  0.481
H9 0.133 1.083 2.106  0.474
O4 -0.183 1.917 1.727  -0.953
H10 1.769 2.942 0.736  0.465
H11 1.942 2.139 1.975  0.459
O5 2.169 2.981 1.610  -0.924
H12 3.862 -0.447 0.477  0.504
H13 3.255 0.774 0.028  0.499
O6 2.982 -0.059 0.434  -0.953
H14 -0.657 0.577 -3.709  0.457
H15 -0.998 1.110 -2.408  0.443
O7 -0.854 1.424 -3.285  -0.894

## Properties
Total energy ... -19167.5077 eV
Kohn-Sham gap (alpha / beta) ... 0.3655 / 0.1641 Eh
⟨S²⟩ ... 0.756
2S+1 ... 2
Net charge ... +1


Here is 5 unconnected molecules or ions with the total composition C3H15O4S from the OMol25 dataset. Energies are from ωB97M-V with the def2-TZVPD basis set.

Last column: natural (NBO) charge in e.
Geometry (Å):
C1 -0.462 0.908 -2.312  -0.627
C2 0.694 0.507 -1.408  -0.430
C3 0.993 1.452 -0.241  -0.507
S1 -0.215 1.573 1.171  -0.755
H1 -0.202 0.733 -3.350  0.191
H2 -0.693 1.973 -2.199  0.194
H3 -1.388 0.425 -2.008  0.242
H4 0.466 -0.477 -0.966  0.193
H5 1.631 0.204 -1.896  0.191
H6 0.902 2.451 -0.683  0.183
H7 1.992 1.306 0.164  0.187
H8 2.219 0.094 2.380  0.477
H9 1.183 -0.459 1.504  0.482
O1 1.971 -0.755 1.992  -0.985
H10 1.235 -2.039 0.542  0.467
H11 0.007 -2.731 0.788  0.483
O2 0.882 -2.932 0.409  -0.972
H12 -1.438 -1.037 1.704  0.493
H13 -0.754 -2.044 2.601  0.479
O3 -1.340 -1.994 1.828  -0.966
H14 -2.404 0.328 0.377  0.469
H15 -2.363 1.652 -0.154  0.488
O4 -2.917 0.862 -0.244  -0.977

## Properties
Total energy ... -22381.2310 eV
Kohn-Sham gap ... 0.2711 Eh
ΔE to the lowest compared entry with this formula, charge and spin ... 85.3 kJ/mol
2S+1 ... 1
Net charge ... -1


Here is 6 unconnected molecules or ions with the total composition C3H15O8 from the OMol25 dataset. Energies are from ωB97M-V with the def2-TZVPD basis set.

Last column: natural (NBO) charge in e.
Geometry (Å):
O1 -1.696 2.036 -2.051  -0.136
C1 -1.051 1.431 -1.124  0.760
O2 -1.687 0.568 -0.508  -0.641
C2 0.368 1.858 -0.892  -0.546
C3 0.714 1.665 0.582  -0.070
O3 2.017 2.090 0.922  -0.715
H1 0.457 2.873 -1.288  0.249
H2 0.943 1.220 -1.570  0.251
H3 0.083 2.199 1.284  0.212
H4 0.694 0.582 0.669  0.186
H5 2.691 1.818 0.292  0.480
H6 -1.213 -0.158 1.139  0.479
H7 -2.328 -0.740 1.967  0.474
O4 -1.425 -0.415 2.050  -0.965
H8 1.041 -0.715 2.472  0.482
H9 2.079 0.436 2.466  0.472
O5 1.976 -0.512 2.357  -0.950
H10 1.333 -1.097 -1.432  0.443
H11 1.422 -2.559 -1.196  0.486
O6 1.670 -1.893 -1.852  -0.927
H12 -1.516 -1.013 -1.071  0.478
H13 -2.053 -2.096 -1.936  0.483
O7 -1.337 -1.953 -1.306  -0.973
H14 -0.286 -2.277 0.154  0.476
H15 -0.532 -2.739 1.557  0.473
O8 0.092 -2.859 0.831  -0.961

## Properties
Total energy ... -19732.0139 eV
Kohn-Sham gap (alpha / beta) ... 0.4020 / 0.2377 Eh
⟨S²⟩ ... 0.755
2S+1 ... 2


Here is a molecular structure, C3H16B2OSn from the OMol25 dataset. Energies are from ωB97M-V with the def2-TZVPD basis set.

Last column: natural (NBO) charge in e.
Geometry (Å):
Sn1 0.850 3.456 2.778  1.176
B1 4.852 1.811 -0.507  -0.684
H1 5.560 1.208 -1.055  0.068
H2 4.381 1.229 0.270  0.015
H3 5.413 2.637 -0.098  0.017
H4 4.091 2.167 -1.184  -0.004
B2 -3.366 0.904 4.940  -0.661
H5 -3.439 0.566 5.962  0.020
H6 -2.962 1.904 4.967  0.042
H7 -2.684 0.340 4.323  0.017
H8 -4.315 0.917 4.426  -0.007
C1 -0.010 -2.197 -1.160  -0.634
C2 -0.325 -0.968 -2.017  0.095
C3 -1.210 -1.336 -3.248  -0.637
O1 -1.096 0.061 -1.334  -0.728
H9 -0.920 -2.471 -0.627  0.202
H10 0.736 -1.935 -0.410  0.219
H11 0.269 -3.061 -1.763  0.220
H12 0.596 -0.548 -2.420  0.183
H13 -2.179 -1.732 -2.946  0.192
H14 -0.731 -2.095 -3.867  0.210
H15 -1.566 -0.491 -3.837  0.220
H16 -1.945 -0.365 -1.192  0.459

## Properties
Total energy ... -12585.9781 eV
Kohn-Sham gap ... 0.0851 Eh
ΔE to the lowest compared entry with this formula, charge and spin ... 1052.4 kJ/mol
2S+1 ... 1


Here is 3 unconnected molecules or ions with the total composition C3H16N2O2 from the OMol25 dataset. Energies are from ωB97M-V with the def2-TZVPD basis set.

Last column: natural (NBO) charge in e.
Geometry (Å):
C1 -0.637 0.989 0.452  -0.229
C2 0.109 0.004 -0.438  -0.459
C3 -0.138 -1.468 -0.138  -0.233
N1 1.046 -2.124 0.514  -0.704
N2 -0.856 2.320 -0.255  -0.694
H1 -0.091 1.217 1.377  0.242
H2 -1.552 0.520 0.824  0.247
H3 1.188 0.169 -0.491  0.232
H4 -0.277 0.117 -1.472  0.259
H5 -1.067 -1.758 0.358  0.251
H6 -0.274 -2.035 -1.072  0.247
H7 0.877 -3.104 0.751  0.451
H8 1.896 -2.068 -0.048  0.433
H9 1.436 -1.685 1.424  0.476
H10 -1.694 2.689 0.202  0.454
H11 -1.178 2.133 -1.226  0.477
H12 -0.085 2.985 -0.275  0.455
H13 -2.195 1.186 -3.320  0.508
H14 -3.316 1.380 -2.383  0.510
O1 -2.357 1.236 -2.372  -0.986
H15 3.043 -1.408 3.056  0.518
H16 3.507 -0.848 1.800  0.502
O2 2.670 -1.000 2.260  -0.957

## Properties
Total energy ... -10430.2118 eV
Kohn-Sham gap ... 0.4802 Eh
ΔE to the lowest compared entry with this formula, charge and spin ... 83.9 kJ/mol
2S+1 ... 1
Net charge ... +2


Here is 4 unconnected molecules or ions with the total composition C3H16NO3S from the OMol25 dataset. Energies are from ωB97M-V with the def2-TZVPD basis set.

Last column: natural (NBO) charge in e.
Geometry (Å):
C1 0.872 -0.962 0.711  -0.221
C2 1.881 -0.003 1.354  -0.441
C3 2.781 0.660 0.330  -0.529
S1 2.224 2.310 -0.276  -0.060
N1 0.089 -0.341 -0.387  -0.708
H1 1.459 -1.795 0.355  0.220
H2 0.183 -1.380 1.423  0.227
H3 2.439 -0.639 2.030  0.244
H4 1.423 0.753 1.995  0.233
H5 2.864 0.101 -0.605  0.209
H6 3.824 0.771 0.613  0.255
H7 2.603 2.957 0.837  0.147
H8 -0.531 0.361 0.049  0.458
H9 0.670 0.077 -1.100  0.433
H10 -0.647 -0.973 -0.778  0.476
H11 -2.484 1.642 -1.566  0.483
H12 -2.093 1.349 -3.116  0.497
O1 -2.364 0.997 -2.265  -0.978
H13 -2.651 -2.168 -1.553  0.526
H14 -2.228 -2.404 -0.051  0.496
O2 -2.094 -1.845 -0.824  -0.971
H15 -3.056 0.903 0.887  0.485
H16 -2.686 -0.583 0.717  0.478
O3 -2.479 0.212 1.222  -0.958

## Properties
Total energy ... -21832.4653 eV
Kohn-Sham gap ... 0.3524 Eh
ΔE to the lowest compared entry with this formula, charge and spin ... 59.4 kJ/mol
2S+1 ... 1
Net charge ... +1


Here is 4 unconnected molecules or ions with the total composition C3H16NO3S from the OMol25 dataset. Energies are from ωB97M-V with the def2-TZVPD basis set.

Last column: natural (NBO) charge in e.
Geometry (Å):
C1 -0.597 -1.852 0.108  -0.215
C2 0.825 -2.214 -0.405  -0.431
C3 1.171 -1.514 -1.715  -0.498
S1 1.953 0.170 -1.450  -0.065
N1 -0.669 -0.391 0.493  -0.757
H1 -1.245 -1.887 -0.770  0.210
H2 -0.844 -2.427 1.010  0.229
H3 0.756 -3.308 -0.516  0.243
H4 1.550 -2.022 0.399  0.218
H5 0.309 -1.316 -2.346  0.214
H6 1.881 -2.168 -2.238  0.242
H7 1.297 0.581 -2.534  0.137
H8 -1.048 0.158 -0.285  0.444
H9 -1.304 -0.234 1.322  0.468
H10 0.257 0.066 0.742  0.471
H11 1.391 1.053 2.277  0.486
H12 0.974 2.203 1.545  0.492
O1 0.594 1.349 1.804  -0.931
H13 -1.902 2.552 -0.146  0.513
H14 -2.645 1.712 -1.422  0.517
O2 -2.328 1.777 -0.523  -1.013
H15 -2.535 1.460 1.672  0.493
H16 -2.170 1.395 3.203  0.504
O3 -1.861 1.180 2.310  -0.970

## Properties
Total energy ... -21832.0468 eV
Kohn-Sham gap ... 0.3580 Eh
ΔE to the lowest compared entry with this formula, charge and spin ... 99.8 kJ/mol
2S+1 ... 1
Net charge ... +1


Here is 5 unconnected molecules or ions with the total composition C3H16O4S from the OMol25 dataset. Energies are from ωB97M-V with the def2-TZVPD basis set.

Last column: natural (NBO) charge in e.
Geometry (Å):
C1 0.722 2.026 -0.713  -0.670
C2 -0.516 1.031 -0.642  -0.567
S1 -0.466 -0.414 0.484  0.216
C3 -0.885 0.525 2.000  -0.772
H1 0.429 2.992 -1.169  0.229
H2 1.726 1.604 -1.217  0.238
H3 1.239 1.912 0.264  0.237
H4 -0.701 0.676 -1.754  0.211
H5 -1.562 1.610 -0.340  0.225
H6 -0.411 1.440 2.078  0.219
H7 -1.974 0.775 2.386  0.230
H8 -0.491 -0.141 2.816  0.223
H9 3.226 0.276 1.116  0.471
H10 2.777 -0.347 -0.102  0.459
O1 3.254 0.416 0.254  -0.929
H11 1.487 0.134 1.946  0.498
H12 1.965 -0.079 3.559  0.476
O2 2.132 0.321 2.778  -0.999
H13 -2.835 -1.624 -2.133  0.466
H14 -2.484 -0.231 -1.960  0.468
O3 -3.151 -0.810 -2.399  -0.924
H15 -1.347 -1.846 -2.870  0.476
H16 0.021 -2.500 -2.455  0.481
O4 -0.928 -2.367 -2.105  -0.963

## Properties
Total energy ... -22393.1590 eV
Kohn-Sham gap ... 0.3519 Eh
ΔE to the lowest compared entry with this formula, charge and spin ... 334.8 kJ/mol
SMILES ... CCSC.O.O.O.O
2S+1 ... 1


Question: What is the formula in the seventh record?
Answer: C3H16NO3S